Formula: C16H27NO2
Source: the OMol25 dataset
Level of theory: the ωB97M-V functional and the def2-TZVPD basis

## Properties
HOMO energy, eV: -8.62
Charge: 0
Electronic energy, eV: -22614.997
Relative energy (zero: lowest compared OMol25 entry of this formula, charge and spin), kJ/mol: 120.6

CARTESIAN COORDINATES (ANGSTROEM)
C (6.315, 0.869, 0.595)
C (4.853, 0.614, 0.381)
C (4.290, -0.595, 0.762)
C (2.940, -0.856, 0.587)
C (2.134, 0.128, 0.009)
C (2.675, 1.358, -0.366)
C (4.030, 1.582, -0.173)
H (4.448, 2.536, -0.464)
C (1.808, 2.425, -0.967)
H (1.926, 2.444, -2.051)
H (2.088, 3.403, -0.582)
H (0.763, 2.237, -0.734)
O (0.775, -0.103, -0.163)
C (0.456, -0.721, -1.397)
C (-1.057, -0.889, -1.474)
C (-1.567, -1.852, -0.403)
C (-3.078, -2.079, -0.447)
C (-3.918, -0.821, -0.209)
N (-3.673, -0.279, 1.114)
H (-2.723, 0.074, 1.172)
C (-4.602, 0.732, 1.568)
C (-4.629, 2.048, 0.760)
O (-5.560, 2.046, -0.297)
H (-5.374, 1.301, -0.879)
H (-4.938, 2.873, 1.405)
H (-3.617, 2.266, 0.385)
H (-5.608, 0.302, 1.561)
H (-4.338, 0.962, 2.603)
H (-3.720, -0.100, -1.022)
H (-4.976, -1.100, -0.256)
H (-3.353, -2.493, -1.420)
H (-3.339, -2.809, 0.320)
H (-1.281, -1.472, 0.578)
H (-1.073, -2.817, -0.539)
H (-1.509, 0.095, -1.342)
H (-1.320, -1.259, -2.467)
H (0.953, -1.699, -1.472)
H (0.810, -0.097, -2.231)
C (2.359, -2.172, 1.015)
H (2.828, -2.511, 1.936)
H (1.288, -2.079, 1.173)
H (2.533, -2.931, 0.250)
H (4.916, -1.355, 1.208)
H (6.640, 1.753, 0.052)
H (6.518, 1.023, 1.655)
H (6.906, 0.016, 0.264)

Atom charges from the Löwdin analysis, given in e for atoms 1 to 8:
1. C -0.05
2. C -0.27
3. C -0.01
4. C -0.19
5. C -0.20
6. C -0.19
7. C -0.01
8. H 0.12